The following is a DFT calculation (wB97M-V/def2-TZVPD) of a 13-piece molecular cluster, C73H184N14O25 overall at a distorted geometry.

```
296
Properties=species:S:1:pos:R:3:forces:R:3
C 22.611 -23.978 12.673 0.7 -2.1 -0.1
O 22.215 -25.053 13.105 -0.6 -0.5 0.4
N 21.760 -22.978 12.395 0.0 1.2 -0.5
N 23.959 -23.860 12.434 -0.5 0.8 0.3
H 22.050 -22.259 11.734 -0.4 -0.3 0.4
H 20.779 -23.244 12.428 0.1 0.2 -0.1
H 24.414 -24.710 12.132 0.1 -0.5 0.1
H 24.244 -23.022 12.005 0.5 0.9 -0.6
C 26.547 -28.651 4.904 -2.0 1.8 0.2
O 26.446 -28.103 6.207 0.2 -0.8 0.9
C 27.135 -28.896 7.188 0.9 -0.1 -0.1
C 26.560 -30.276 7.558 -0.3 1.0 -1.1
N 25.338 -30.166 8.277 -1.9 0.0 0.3
C 24.098 -30.023 7.486 1.6 0.6 -0.7
C 22.930 -29.734 8.332 0.0 -0.2 1.5
O 21.786 -29.633 7.530 -0.6 1.9 0.3
C 20.713 -28.914 8.208 -0.7 -2.3 -1.1
H 25.903 -29.498 4.768 -0.5 -0.7 0.0
H 27.532 -28.977 4.708 1.4 0.1 -0.6
H 26.118 -27.829 4.264 1.0 -1.0 0.1
H 27.279 -28.267 8.096 -0.3 -0.3 -0.7
H 28.128 -29.143 6.759 0.0 0.4 0.2
H 27.243 -30.759 8.242 0.6 -0.2 -0.2
H 26.495 -30.839 6.592 0.0 -0.1 0.7
H 25.224 -30.893 8.969 0.1 -0.3 0.0
H 23.904 -30.830 6.794 0.0 -0.6 -0.2
H 24.209 -29.110 6.899 0.2 -0.1 -0.4
H 23.237 -28.806 8.846 -0.8 -0.1 0.1
H 22.795 -30.531 9.093 -0.1 0.3 0.0
H 20.399 -29.596 8.984 -0.2 0.1 0.8
H 19.851 -28.918 7.520 0.5 0.2 0.0
H 20.828 -27.912 8.595 1.0 0.4 -0.1
C 23.562 -32.730 11.161 -1.0 -0.1 0.2
O 24.857 -32.715 10.603 0.1 0.2 0.5
C 25.740 -33.417 11.473 0.3 0.5 0.4
C 27.204 -33.234 11.102 0.3 -0.2 -0.9
N 27.928 -32.158 11.781 0.4 -0.4 0.0
C 27.441 -30.842 11.463 -1.2 0.5 0.8
C 28.096 -29.712 12.242 -0.1 -1.7 0.9
O 27.643 -29.844 13.581 -0.1 -0.4 0.0
C 28.563 -29.243 14.447 -0.6 0.5 0.1
H 23.477 -32.215 12.168 0.3 -0.6 -1.0
H 23.202 -33.763 11.207 0.2 -0.2 0.6
H 22.817 -32.296 10.485 0.6 0.5 -0.1
H 25.487 -34.482 11.510 -0.2 0.0 -0.1
H 25.658 -33.019 12.504 -0.3 -0.2 -0.2
H 27.333 -33.130 10.007 -0.3 0.4 0.4
H 27.681 -34.206 11.233 0.3 0.1 0.7
H 27.882 -32.251 12.795 0.0 -0.2 -0.2
H 26.328 -30.775 11.736 1.1 0.3 -0.7
H 27.592 -30.596 10.424 -0.2 -0.3 -0.6
H 27.744 -28.803 11.803 -0.1 0.9 -0.1
H 29.187 -29.731 12.338 0.0 -0.1 -1.0
H 28.093 -29.219 15.418 0.1 0.1 0.4
H 28.723 -28.241 14.080 0.2 0.8 0.3
H 29.538 -29.721 14.478 0.2 -0.5 0.0
C 18.929 -17.514 11.665 -0.9 1.3 0.8
O 18.625 -18.769 12.136 -0.4 -1.9 -0.3
C 18.936 -19.827 11.193 -2.0 0.3 1.3
C 18.803 -21.192 11.873 0.6 -0.3 0.8
N 17.412 -21.639 11.725 0.1 -0.9 -0.5
C 17.058 -22.959 12.301 1.2 0.2 -0.1
C 17.581 -24.218 11.541 -0.2 0.5 3.6
O 18.958 -24.314 11.795 1.1 -0.7 -0.9
C 19.586 -25.474 11.156 0.0 2.3 -0.8
H 18.581 -16.811 12.463 0.5 -0.3 -0.7
H 18.450 -17.205 10.723 -0.1 -0.4 0.0
H 19.984 -17.446 11.544 1.2 0.5 -0.2
H 19.907 -19.657 10.813 1.3 0.1 -0.6
H 18.169 -19.785 10.391 0.6 0.0 0.1
H 19.066 -21.130 12.985 -0.4 0.1 -1.4
H 19.556 -21.884 11.411 -0.7 0.4 0.2
H 17.254 -21.716 10.708 -0.1 0.2 0.5
H 15.984 -23.048 12.259 -0.5 0.1 0.2
H 17.398 -22.999 13.376 -0.4 0.0 -1.1
H 17.343 -24.140 10.508 -0.3 -0.3 -1.1
H 17.099 -25.062 12.138 0.1 0.5 -1.4
H 20.268 -25.840 11.896 0.4 -0.6 0.2
H 20.163 -25.151 10.222 -0.8 -0.3 1.2
H 18.795 -26.140 10.858 -0.1 -0.6 0.0
C 20.286 -24.911 5.852 0.4 0.3 0.2
O 19.642 -24.703 7.098 0.1 0.0 -0.1
C 18.213 -24.870 7.092 1.0 0.4 -0.2
C 17.901 -26.326 7.381 -0.1 0.1 0.5
N 16.445 -26.551 7.495 0.3 -0.4 -0.1
C 15.609 -26.586 6.248 1.3 -0.2 1.1
C 16.290 -27.261 5.084 0.8 0.5 0.4
O 17.061 -26.290 4.352 1.0 -1.5 -0.4
C 18.017 -26.912 3.420 0.2 1.8 1.2
H 21.351 -24.855 6.106 -0.1 0.1 -0.4
H 20.037 -24.109 5.104 0.1 -0.7 0.5
H 20.123 -25.915 5.433 -0.2 0.3 0.0
H 17.903 -24.565 6.081 -0.6 0.0 0.4
H 17.859 -24.180 7.882 -0.2 -0.4 -0.5
H 18.362 -26.570 8.379 -0.5 0.2 -0.8
H 18.448 -26.959 6.642 -0.5 0.2 0.2
H 16.368 -27.437 7.986 -0.4 0.1 -0.1
H 15.348 -25.569 5.993 -0.3 0.2 -0.2
H 14.724 -27.175 6.489 -0.1 0.3 0.1
H 15.515 -27.657 4.456 -0.2 -0.6 -0.7
H 16.912 -28.065 5.548 -0.2 0.3 -0.8
H 18.390 -26.074 2.819 -0.1 -0.2 0.1
H 17.538 -27.605 2.772 -0.5 -0.8 -0.4
H 18.919 -27.352 3.905 -0.8 0.0 0.1
C 19.320 -29.146 18.104 -1.0 1.1 1.5
O 20.269 -29.307 19.129 1.3 -0.8 -0.5
C 19.940 -28.761 20.355 -0.1 1.3 0.8
C 21.121 -28.698 21.346 -1.5 -0.6 -0.1
N 22.235 -28.031 20.822 2.5 0.6 -1.5
C 23.214 -28.849 20.051 -0.8 0.0 0.4
C 24.609 -28.302 19.977 -0.3 0.0 -0.2
O 25.283 -28.486 21.199 -0.4 0.0 0.4
C 26.462 -27.742 21.262 0.7 1.0 -0.2
H 18.295 -29.221 18.549 0.5 -0.2 -0.5
H 19.472 -29.907 17.362 0.1 -0.1 -0.4
H 19.409 -28.115 17.738 -0.1 -0.2 -0.5
H 19.190 -29.415 20.817 -0.5 0.5 0.1
H 19.641 -27.672 20.259 -0.3 -1.1 -0.1
H 21.317 -29.736 21.647 0.3 0.1 0.4
H 20.756 -28.080 22.183 0.0 -0.6 0.0
H 22.745 -27.467 21.480 0.0 -0.1 0.5
H 22.837 -28.952 19.044 -0.1 -0.1 -0.3
H 23.288 -29.860 20.466 -0.1 -0.1 0.1
H 24.599 -27.261 19.675 0.0 0.6 0.2
H 25.101 -28.799 19.134 0.3 -0.4 0.2
H 26.973 -27.829 22.233 -0.3 -0.5 -0.4
H 26.294 -26.649 21.148 -0.2 -0.4 -0.1
H 27.112 -28.043 20.430 0.3 0.0 0.3
C 26.274 -22.090 10.021 2.3 -2.6 -0.2
O 27.518 -22.774 9.694 1.0 0.7 0.5
C 28.519 -22.697 10.750 -1.9 -1.3 -0.7
C 28.116 -23.459 12.005 1.2 -0.1 -0.2
N 27.832 -24.871 11.862 1.0 -0.2 -0.6
C 29.034 -25.728 11.780 -0.5 0.3 -0.7
C 28.972 -26.649 10.561 0.7 0.8 0.9
O 30.084 -27.504 10.596 -0.6 -0.4 0.7
C 29.925 -28.566 9.675 1.9 1.2 -0.3
H 25.785 -22.036 9.080 -0.5 1.1 -0.7
H 26.587 -21.241 10.587 -0.8 1.1 0.2
H 25.748 -22.855 10.558 -0.8 0.1 1.0
H 28.701 -21.684 11.107 0.2 0.4 -0.5
H 29.394 -23.194 10.326 0.1 0.4 0.0
H 27.209 -23.101 12.440 -0.4 1.1 0.4
H 29.007 -23.255 12.656 -0.7 -0.2 0.2
H 27.268 -25.067 12.653 -0.5 -0.9 0.6
H 29.193 -26.387 12.631 -0.1 0.2 0.4
H 29.884 -25.048 11.697 0.3 -0.3 0.0
H 28.934 -26.067 9.656 0.0 0.3 -0.6
H 28.086 -27.230 10.644 -1.1 -0.5 -0.1
H 30.102 -28.068 8.733 -0.4 -0.4 -1.0
H 28.984 -29.100 9.664 -0.2 -0.1 0.4
H 30.810 -29.168 9.843 -0.3 -0.7 0.0
C 24.117 -25.641 5.002 -0.5 1.0 0.0
O 23.341 -25.222 3.887 -0.2 -0.5 0.0
C 23.198 -23.827 3.777 0.2 -0.5 0.4
C 22.413 -23.514 2.540 -0.1 1.3 -0.6
N 21.989 -22.088 2.618 1.1 -0.4 -0.4
C 20.602 -21.785 2.601 -1.2 -1.7 1.4
C 19.866 -22.028 1.309 -0.3 0.5 -1.0
O 18.604 -21.360 1.349 0.4 -0.6 0.7
C 17.897 -21.384 0.135 -0.4 -1.0 0.4
H 23.510 -25.402 5.935 1.1 -0.6 -0.8
H 25.090 -25.102 4.998 -0.5 -0.1 0.3
H 24.345 -26.695 4.838 -0.4 0.0 0.5
H 24.218 -23.420 3.783 -0.2 0.5 -0.2
H 22.621 -23.364 4.571 0.1 -0.1 0.8
H 21.489 -24.096 2.477 0.3 -0.4 0.1
H 23.067 -23.743 1.695 -0.4 0.1 -0.4
H 22.407 -21.451 1.969 0.9 -0.2 -0.4
H 20.514 -20.766 2.908 -0.5 0.8 0.2
H 20.140 -22.441 3.381 0.0 0.7 -0.3
H 19.779 -23.128 1.089 -0.1 0.9 0.0
H 20.422 -21.519 0.511 0.3 -0.4 -0.2
H 16.840 -21.424 0.381 -0.2 -0.2 0.0
H 18.161 -22.272 -0.457 -0.1 0.3 0.0
H 18.016 -20.483 -0.421 0.6 0.7 -0.7
C 24.478 -21.260 6.577 -2.7 -0.8 0.4
O 23.353 -20.871 7.398 1.5 0.2 -0.3
C 22.200 -21.634 7.193 0.2 0.6 -0.6
C 21.465 -21.522 8.508 -1.3 0.6 -0.8
N 20.065 -21.875 8.361 -0.3 -1.6 -0.4
C 19.332 -20.833 7.715 -0.2 1.2 -0.5
C 17.961 -21.210 7.224 -1.8 0.5 2.3
O 17.111 -21.788 8.324 -0.2 0.1 -1.8
C 15.774 -22.085 7.786 1.4 0.1 0.7
H 25.307 -20.733 6.926 1.5 0.6 0.7
H 24.259 -20.928 5.575 0.1 -0.3 -0.7
H 24.565 -22.363 6.680 0.4 0.6 -0.4
H 22.514 -22.669 6.945 -0.5 0.1 0.1
H 21.580 -21.204 6.334 0.7 -0.7 0.9
H 21.481 -20.478 8.846 0.3 -0.1 -0.1
H 21.923 -22.112 9.262 0.5 -0.7 0.7
H 20.001 -22.733 7.770 -0.1 0.6 0.8
H 19.857 -20.460 6.788 -0.4 0.1 0.6
H 19.210 -19.979 8.403 0.3 -0.2 -0.2
H 18.029 -21.926 6.436 -0.2 -0.6 -0.8
H 17.408 -20.276 6.939 0.6 -0.8 -0.3
H 15.188 -22.533 8.604 0.1 0.6 -0.3
H 15.818 -22.817 6.993 0.3 -0.5 -0.3
H 15.351 -21.199 7.310 -0.3 0.2 0.5
C 26.262 -24.659 18.264 0.6 -0.1 -0.3
O 25.338 -24.351 19.266 -0.1 0.0 -0.1
C 23.981 -24.592 18.943 1.2 0.2 -0.6
C 23.203 -24.343 20.182 -0.1 -1.1 0.4
N 21.882 -24.880 19.905 -1.1 -1.1 1.8
C 20.988 -24.794 21.124 0.6 2.2 -1.8
C 19.559 -24.913 20.669 -0.8 1.5 0.5
O 18.889 -23.643 20.373 0.8 -0.7 0.1
C 17.564 -23.876 19.955 -0.3 0.1 0.7
H 27.243 -24.493 18.735 -0.2 0.2 -0.5
H 26.130 -24.103 17.315 0.1 0.4 0.5
H 26.252 -25.702 17.930 -0.2 -0.2 0.4
H 23.871 -25.611 18.566 -0.1 -0.3 0.2
H 23.638 -23.960 18.125 0.0 0.3 -0.1
H 23.175 -23.273 20.393 -0.2 -0.1 0.0
H 23.730 -24.852 21.039 -0.3 0.4 -0.5
H 21.947 -25.933 19.805 0.3 1.5 -0.2
H 21.178 -23.850 21.667 -0.3 0.0 -0.6
H 21.270 -25.503 21.852 0.1 -1.4 0.8
H 18.990 -25.458 21.401 -0.6 -0.2 0.5
H 19.534 -25.452 19.765 0.1 -1.0 -1.2
H 17.442 -24.562 19.129 0.4 -1.0 0.0
H 17.088 -23.015 19.523 0.3 1.1 0.2
H 16.961 -24.156 20.831 -0.1 -0.3 -0.3
C 24.075 -18.136 15.519 -0.7 0.4 -1.7
O 25.022 -19.035 15.049 0.8 -0.3 0.1
C 24.763 -20.404 15.288 0.2 -0.1 0.9
C 25.986 -21.163 14.844 -0.6 1.0 -0.7
N 27.066 -20.981 15.784 0.6 -1.7 -1.3
C 28.222 -21.781 15.313 -0.2 -0.6 3.4
C 29.310 -21.577 16.337 -0.7 2.1 1.5
O 29.634 -20.173 16.298 0.9 0.4 0.2
C 30.421 -19.741 17.391 1.0 0.2 0.2
H 23.815 -18.274 16.537 -0.3 -0.2 1.1
H 23.176 -18.093 14.871 0.0 -0.6 0.4
H 24.489 -17.167 15.352 0.5 0.8 0.3
H 23.943 -20.704 14.634 -0.6 -0.2 0.5
H 24.639 -20.594 16.410 -0.4 0.2 -1.4
H 26.154 -20.771 13.796 0.4 -0.4 0.7
H 25.746 -22.224 14.735 0.0 0.0 0.2
H 27.345 -20.020 15.917 0.0 0.2 -0.3
H 28.633 -21.552 14.362 0.0 0.3 -1.2
H 28.036 -22.882 15.441 -0.5 0.8 -0.7
H 30.162 -22.159 16.134 1.3 -0.8 -0.3
H 28.991 -21.719 17.405 -0.2 -0.6 -1.0
H 31.363 -20.279 17.607 -0.2 -0.2 -0.8
H 29.948 -19.754 18.337 -1.4 -0.7 1.1
H 30.691 -18.684 17.391 -0.1 0.1 -1.2
C 25.435 -27.806 16.684 -1.4 -1.9 -0.4
O 26.014 -27.181 15.611 0.1 0.6 -1.3
C 25.112 -26.692 14.642 1.2 1.4 -2.0
C 25.406 -27.329 13.248 0.6 1.3 0.6
N 24.608 -26.780 12.128 0.8 0.2 1.6
C 24.885 -27.509 10.933 0.1 0.5 -1.0
C 24.472 -26.653 9.714 1.2 -1.0 0.3
O 23.127 -26.360 9.790 -1.2 -0.2 0.3
C 22.690 -25.372 8.870 -0.1 -1.4 0.0
H 24.779 -28.708 16.372 1.0 1.1 0.5
H 24.841 -27.170 17.317 -0.5 0.5 0.1
H 26.264 -28.121 17.257 0.8 -0.8 0.9
H 25.240 -25.573 14.564 -0.2 -1.0 0.1
H 24.093 -26.887 14.832 -1.3 -0.2 0.8
H 25.301 -28.384 13.347 -0.2 -1.1 0.1
H 26.506 -27.212 13.071 -0.8 0.2 -0.2
H 23.611 -26.718 12.333 0.2 0.0 0.1
H 24.469 -28.517 10.899 -0.6 -0.1 -0.1
H 25.952 -27.732 10.930 0.2 0.4 -0.4
H 24.639 -27.225 8.817 0.4 -0.5 -0.7
H 25.096 -25.760 9.622 0.1 0.3 0.4
H 22.825 -24.451 9.423 -0.1 0.9 -0.7
H 21.641 -25.608 8.662 0.0 0.5 0.2
H 23.196 -25.489 7.887 0.1 0.5 0.7
C 22.967 -29.367 13.429 -1.5 -0.1 0.3
O 21.754 -30.084 13.682 0.7 -0.5 0.6
C 21.011 -30.404 12.553 -1.2 1.0 -0.7
C 20.130 -29.225 11.966 2.6 -0.2 1.0
N 19.123 -29.831 11.214 -2.8 -1.4 0.2
C 18.171 -28.942 10.578 -0.1 1.0 -0.1
C 17.201 -28.226 11.542 0.2 0.6 -0.2
O 16.243 -29.164 11.990 -0.1 -0.2 1.0
C 15.455 -28.611 13.071 0.5 0.1 -1.1
H 23.597 -29.426 14.315 -0.2 0.2 0.1
H 22.621 -28.354 13.208 0.8 0.2 -0.1
H 23.506 -29.830 12.619 0.3 0.0 -0.6
H 20.315 -31.199 12.829 0.0 0.0 0.2
H 21.589 -30.789 11.732 0.7 -0.3 -0.4
H 20.673 -28.610 11.251 0.6 0.3 0.2
H 19.906 -28.611 12.841 -0.7 0.3 0.0
H 18.549 -30.383 11.872 0.3 -0.1 -0.6
H 17.578 -29.477 9.830 -0.1 -0.2 0.2
H 18.734 -28.205 9.987 -0.1 0.0 0.3
H 16.711 -27.358 11.043 0.0 -0.5 -0.1
H 17.705 -27.744 12.408 0.2 -0.5 -0.3
H 15.035 -27.714 12.614 -0.3 0.4 0.7
H 16.039 -28.413 13.982 0.1 0.2 -0.4
H 14.654 -29.279 13.358 -0.1 -0.4 -0.3
```
Forces are in eV/Å.

Summary:
- Frontier orbital gap: 8.7 eV
- Highest occupied orbital energy: -8.163 eV
- Net charge: 0
- Multiplicity: 1
- E_LUMO: 0.5 eV
- ΔE to the lowest compared entry with this formula, charge and spin: 49.9 kcal per mole
- Largest force on an atom: 3.65 eV/A